(1)
The following is a DFT calculation (wB97M-V/def2-TZVPD) of 18 unconnected molecules or ions with the total composition C18H72O27.

* largest force on an atom: 5.78 eV Å⁻¹
* relative energy (zero: lowest compared OMol25 entry of this formula, charge and spin): 92.1 kcal per mole

```
! wB97M-V def2-TZVPD RIJCOSX def2/J DEFGRID3
* xyz 0 1
C 4.31801 1.98708 3.02306
H 1.92529 -0.00572 3.34058
H 2.93853 -4.90932 3.43129
O 0.23797 3.42199 -1.31779
H 2.47683 -1.40404 2.97658
H -2.37945 -3.93108 1.58340
H 3.78261 -0.96022 -0.21535
O -4.32355 -0.78852 5.25775
H 2.59968 3.57371 -1.81465
H -1.73070 -2.46574 1.36634
O -3.41944 1.25055 2.58249
H -1.61992 -1.56831 -5.17204
H -2.11446 0.58837 -5.47813
H 2.28010 -2.22643 -2.45031
C -3.79492 0.35407 4.70739
H 0.53657 -3.37869 -4.10086
O 1.09286 -5.08979 3.91169
H 0.19084 -1.14187 -5.07361
H 2.32665 -3.45238 4.18759
H -1.66766 -3.37525 3.15503
C -0.59145 -1.89776 -5.24803
H 0.67429 -3.02647 2.37201
H -1.42864 5.85163 -6.20045
H 3.15241 -3.94803 -1.95968
C -1.05823 -2.35111 4.54084
H 4.41921 1.05090 3.61450
H -1.49355 -3.43062 6.20767
H 0.66721 0.82263 -2.16154
O 2.52257 -2.71594 1.77678
H -0.58648 -0.33062 2.01665
O 3.34338 4.36778 -0.15753
H -1.82482 2.23398 -5.58547
H -1.41522 -4.36976 -0.88846
H 1.17470 -0.81232 0.80188
C 2.86352 2.35688 2.96869
C 1.61661 -3.63534 2.23599
C 1.15716 4.36350 -0.78608
H 4.57971 1.80901 1.96586
H 2.62447 -2.97044 0.82355
H 0.59506 5.68168 -4.44964
H -0.17199 -1.86748 4.09579
C -1.85861 1.51928 -3.54714
O 0.92003 3.72425 -4.12370
O -0.51143 -4.01412 -1.05216
H 1.38637 -4.30623 1.44085
H -0.79360 0.21886 -1.32064
H 0.31725 -4.57083 4.18513
O 1.07770 0.25972 -1.48669
H -4.32388 1.20769 5.12713
O -2.49555 2.17507 0.05437
C 0.03391 0.36596 -0.55286
H -3.29474 -1.33070 -0.83920
O -0.58163 5.76993 -6.56714
H -4.11346 0.87015 -4.80460
H 0.17384 -1.68456 -2.96415
O -0.47364 -2.52483 -6.52362
H -2.32759 -1.84123 -1.95292
O -0.49120 1.35795 -3.54173
H -2.21481 2.34853 -2.94874
H 0.31801 -1.75255 -0.48192
H 0.62206 3.53806 -3.21014
H -2.58268 1.38343 2.97461
H 3.10508 5.23800 -0.46597
H -2.04325 -1.89616 4.31817
H -1.07897 -3.76058 -4.36359
H -2.78980 0.52518 4.97730
H -5.01462 0.09044 2.97699
O 3.51514 -0.04841 -0.08717
O 2.09015 -1.63162 -3.24794
H 1.76005 -4.17655 -1.43504
O 2.47559 -3.55330 -1.40717
O -3.20554 -1.82067 -1.67567
O 2.20491 1.53192 2.02896
H 2.65339 1.05323 1.41883
O -3.78925 1.74324 -4.99943
H -0.49705 3.67319 -6.38538
H 0.99140 4.60611 -6.48858
H 2.35308 2.40300 3.98248
H 2.58351 3.33017 2.56700
C -3.96600 0.17058 3.24990
O -2.43427 -3.00234 1.77451
C 2.08438 -4.24689 3.53314
C 0.06927 4.67759 -4.57101
H -2.68254 1.91921 0.96835
H 2.44414 -0.76263 -2.99972
C 0.23950 -0.92754 0.27643
O -1.08617 -1.44598 6.66040
H -1.18487 -1.50878 7.64380
C -2.43103 1.54089 -4.99527
H -0.60429 1.22694 3.95688
H 4.66954 3.13862 4.35920
O 2.27341 -0.82085 3.72361
H 0.16251 -3.11256 6.26895
C -0.40813 -2.89022 -4.16897
O -1.24955 -3.63811 3.97526
H -3.42940 -0.68709 2.88818
H -0.45691 1.70220 2.52884
O -0.53394 -2.29267 -2.93149
C -0.76114 -2.62657 6.02977
H -0.58977 3.91385 -1.29681
H 2.34726 2.56963 -0.37892
H -0.62943 -3.14226 -1.48356
H 0.05297 1.32446 -0.05025
H -0.81916 4.84348 -4.05515
O -0.75050 0.98160 3.08034
C 0.01996 4.59875 -6.15561
H 1.18462 5.31108 -1.33124
H -4.01484 -1.54576 4.71212
H -1.13355 -3.21591 -6.59363
H 2.68940 0.05992 -0.58319
H -2.97224 1.62198 -0.53033
C 2.45057 3.55481 -0.77985
H -2.32931 0.69675 -3.01230
H -0.04551 1.86024 -4.27385
O -0.71860 -0.96533 1.26661
O 5.17344 2.91623 3.59802
H 0.79423 4.52108 0.23455
*
```

***

(2)
The following is a DFT calculation (wB97M-V/def2-TZVPD) of 17 unconnected molecules or ions with the total composition C18H74N4O17.

* largest force on an atom: 3.80 eV Å⁻¹

```
! wB97M-V def2-TZVPD RIJCOSX def2/J DEFGRID3
* xyz 0 1
H 3.26799 0.91017 3.75490
H 1.33518 2.90174 3.37869
H -1.14731 0.30317 -6.08891
N -0.95606 0.50120 -2.90686
H 0.79127 -5.07121 -4.88683
H 1.00053 0.46829 -7.14671
O 1.44749 4.31422 0.74472
O -3.53503 3.68207 -3.08123
H -0.62403 2.75189 -3.33725
H -1.76429 -4.15478 1.46854
H -3.41032 2.97395 -2.38893
O 3.06735 -2.26580 3.38144
C -1.41552 -0.06062 -1.66155
C 0.45425 4.78020 1.67709
H 0.19674 4.79761 -0.90678
H 0.97091 -5.17706 -2.64529
C 1.19659 5.01779 2.98512
H 0.31664 3.10289 -0.60834
O -2.00078 0.69407 -6.01847
C 3.83948 -1.78172 -1.41914
H 3.59542 -0.50678 3.48012
H 0.64143 0.08779 -1.08899
N 0.67706 -3.08214 -4.42843
H -2.85906 -2.26712 2.46333
H -1.55764 1.99083 2.42779
H 1.10898 0.23050 -5.63507
C -1.37554 -4.37441 -4.96965
C -2.18110 1.80692 4.52122
H 0.71672 5.44583 4.91505
H 0.41103 1.08305 1.71963
H -0.05597 5.65579 1.26878
H -2.53604 -1.73185 -2.33179
O 3.97510 0.38305 3.38107
H -3.21501 -5.27892 -6.37306
H -4.69661 -1.66090 3.61066
H 0.60701 -0.48875 6.34797
H 0.72472 -2.78143 -5.39233
C -0.05815 -4.84661 -2.91109
H 0.16704 -2.39334 -3.94140
H -0.50203 1.30756 -0.51886
C 4.58837 2.32339 0.47258
C 0.08116 -4.40590 -4.34825
H -2.27314 -5.46684 1.82748
H 1.72698 4.10080 -1.17627
C -0.38951 0.25776 -0.62847
O -1.48686 -4.97097 1.87034
H -0.86837 -5.54098 -2.66898
O 2.83856 -0.71712 -1.18222
H -4.06458 -5.32245 -4.76476
H 0.82267 0.62085 7.66647
H -1.59947 0.51371 -3.74468
H -1.77787 -1.43266 1.66851
N -2.07504 3.18344 4.87450
H -1.89133 -1.92445 -0.72128
H -2.37147 0.48673 -1.45362
O -1.88109 -2.07092 2.40688
H 3.24155 -0.09021 -0.60304
H -0.03319 0.20779 -3.16112
H -5.52604 -2.55157 2.58100
H -0.94131 0.06113 4.60028
H -3.54182 -6.77606 -5.53662
H 2.10445 -1.41909 -4.22619
O 0.59230 -0.02766 -6.44446
H 3.74230 -2.86160 3.07692
H -2.10460 3.19161 5.89057
O -0.80417 3.58075 -3.73901
O -1.96379 -5.64089 -4.74903
H -3.38082 2.30718 2.79667
H -2.92910 1.37572 5.13629
C -2.50778 1.73268 3.03430
H 2.24617 -2.54181 2.93952
H 0.64446 -3.73576 0.93591
H 4.90509 2.35204 -0.58479
H -0.04230 1.50219 4.40496
H 2.43772 3.81720 4.38229
O -0.50795 -0.36076 0.60238
C -1.63797 -1.54821 -1.69456
H -1.76534 3.62425 -3.65864
H -2.79547 0.72798 2.61979
H -2.73200 3.83338 4.47970
H 1.36876 1.16383 6.07314
H 3.85287 0.90221 1.69925
N 0.22388 5.30408 4.01065
H 2.41961 -0.13497 -3.26727
C -0.92279 1.09030 4.88912
H 1.52239 -0.11226 0.91067
O 3.92041 1.09961 0.73769
H -1.87500 -3.54475 -4.41956
C 0.57471 0.59492 6.60326
O -0.68296 1.19946 6.33980
H 5.53602 2.43123 1.04868
H -0.28426 4.00485 1.87536
C 0.84106 4.07717 -0.50831
H 0.74451 -0.56539 2.41865
O 0.86262 -3.39658 1.83231
C 1.99858 3.76238 3.35261
H -1.40152 -4.00025 -6.02283
H -1.85483 1.58393 -6.37698
O 2.03577 -0.47866 -4.12046
C 0.59117 0.05472 1.46007
H 4.10387 -2.37265 -0.53471
O -4.74836 -2.09055 2.72416
H 2.79385 3.59538 2.62043
C -3.26702 -5.76127 -5.38630
H 3.42246 -2.47389 -2.16066
H -3.72857 3.27440 -3.95725
H 1.98304 5.82355 2.95045
H 4.01046 3.18713 0.75490
H -0.53729 4.67252 4.24978
H 0.01522 -3.14147 2.20715
H 4.73166 -1.32719 -1.81935
H -0.73397 -2.13371 -1.88960
H -0.21421 -3.94989 -2.31540
*
```

***

(3)
The following is a DFT calculation (wB97M-V/def2-TZVPD) of a molecular structure, C19H10F5GaN2O7SSe.

* largest force on an atom: 0.71 eV Å⁻¹
* relative energy (zero: lowest compared OMol25 entry of this formula, charge and spin): 12.5 kcal per mole

```
! wB97M-V def2-TZVPD RIJCOSX def2/J DEFGRID3
* xyz 0 1
H -4.55706 1.47106 -2.29504
C -1.47110 0.16290 0.24133
O -4.99690 -1.58834 -5.06689
C -2.53249 -0.75587 -3.84124
C -2.79366 -0.21040 0.43559
C -2.33098 -2.21097 -0.82469
C -1.25045 0.94886 -2.75431
C 3.61093 0.26506 1.04371
Se 3.24044 0.63495 -1.80928
C -3.69825 -0.14651 -3.39015
H -4.25353 -1.71452 0.00141
C -1.03880 -1.76676 -0.96300
C 5.48589 1.03180 2.29125
S -5.30085 -0.83354 -3.86642
O 0.45084 1.53276 0.42142
F 7.26909 2.04699 1.15435
C 6.06858 1.48135 1.11843
F 3.70393 -0.05503 3.37288
O -0.16097 -3.59131 -2.19751
O -6.12324 0.34349 -4.05714
H 0.64430 1.59137 -3.20348
F 5.96267 1.78766 -1.19699
C -3.22258 -1.40417 -0.11318
Ga 1.08566 0.31003 -0.91464
O 1.16546 -1.85101 -1.74180
O -1.47189 2.25628 1.34282
C 4.13947 0.75054 -0.13598
C 5.39339 1.33921 -0.07740
C 4.25380 0.40908 2.25438
H -2.62090 -1.65463 -4.44028
H -3.45522 0.44698 0.98184
H -0.37473 -0.66583 -3.86206
H -2.34190 2.45475 -1.68209
C -3.63504 1.01042 -2.62696
C -2.40311 1.56409 -2.30195
C 0.08623 -2.41846 -1.67727
H -2.64175 -3.13695 -1.28823
F 2.42631 -0.39442 1.02548
C -0.81794 1.44527 0.74048
O -5.64888 -1.64502 -2.70843
H -0.02017 2.38017 -1.94129
H 0.63469 -3.92264 -2.64557
C -1.30182 -0.20561 -3.52221
N 0.05490 1.46838 -2.38462
F 6.11643 1.18645 3.44840
N -0.64908 -0.60521 -0.44678
*
```

***

no.,LUMO energy (Ha),DFT total energy (eV)
1,0.000,-75108.784
2,-0.001,-60631.576
3,-0.079,-179324.349